No. 1
{"formula": "C27H36GdN6O8PS2", "method": "ωB97M-V/def2-TZVPD", "elements": ["Gd", "C", "C", "C", "C", "N", "C", "N", "N", "N", "H", "H", "H", "H", "H", "H", "H", "H", "H", "H", "C", "C", "C", "C", "C", "C", "C", "S", "O", "O", "O", "H", "H", "H", "H", "H", "H", "H", "C", "C", "C", "C", "N", "C", "S", "N", "H", "H", "H", "H", "H", "O", "C", "O", "C", "C", "C", "C", "C", "C", "H", "H", "H", "H", "H", "C", "O", "P", "O", "C", "O", "C", "H", "H", "H", "H", "H", "H", "H", "H", "H"], "coordinates": [[0.07394, 0.25122, 0.06349], [-3.07344, 5.73787, -1.26175], [-4.22007, 5.31350, -0.35315], [-3.91017, 5.60004, 1.11082], [-4.61851, 3.86844, -0.60808], [-3.49270, 2.92412, -0.50410], [-2.82597, 2.27759, -1.45530], [-1.91465, 1.53708, -0.88334], [-2.02990, 1.75897, 0.43654], [-2.96654, 2.58808, 0.69013], [-2.87136, 6.80350, -1.14763], [-3.29696, 5.55965, -2.31828], [-2.14819, 5.20488, -1.02652], [-5.11843, 5.87541, -0.63265], [-3.03971, 5.03671, 1.45231], [-4.74806, 5.34476, 1.76274], [-3.68991, 6.66031, 1.24500], [-4.98929, 3.75723, -1.62764], [-5.38819, 3.51077, 0.07374], [-3.01634, 2.37771, -2.50918], [-4.47425, -4.02514, -4.23846], [-3.21475, -3.52648, -3.58171], [-2.22358, -2.90395, -4.34597], [-1.07396, -2.41588, -3.75961], [-0.91494, -2.55921, -2.38095], [-1.87914, -3.16830, -1.59948], [-3.02792, -3.65010, -2.21394], [0.55499, -1.95009, -1.68137], [0.52644, -0.44910, -1.93658], [1.64412, -2.62760, -2.29758], [0.42907, -2.04690, -0.21226], [-4.25998, -4.47536, -5.20842], [-5.17889, -3.20766, -4.40639], [-4.97593, -4.76777, -3.61921], [-2.35647, -2.80738, -5.41777], [-0.30990, -1.94023, -4.36029], [-1.75322, -3.25505, -0.53343], [-3.79348, -4.11014, -1.60124], [1.08088, 8.01331, -1.66886], [1.62667, 6.85132, -0.88808], [2.78760, 6.96474, -0.12913], [3.17960, 5.83737, 0.55448], [2.50547, 4.69100, 0.51950], [1.40461, 4.66923, -0.23160], [0.38717, 3.23112, -0.33353], [0.94133, 5.71688, -0.94546], [1.87806, 8.62857, -2.08599], [0.47770, 8.65372, -1.02089], [0.44393, 7.64802, -2.47161], [3.35987, 7.88074, -0.08316], [4.07961, 5.84904, 1.16145], [-3.52332, -2.11454, 1.05764], [-2.51032, -1.47118, 1.28164], [-1.84039, -0.83108, 0.37472], [-1.95100, -1.42615, 2.68550], [-2.50142, -2.25535, 3.65880], [-1.99376, -2.26959, 4.95030], [-0.92746, -1.44683, 5.29736], [-0.37562, -0.60810, 4.34091], [-0.89588, -0.61020, 3.05514], [-3.33090, -2.88714, 3.37004], [-2.43048, -2.92530, 5.69310], [-0.53100, -1.45548, 6.30483], [0.45117, 0.04609, 4.58692], [-0.44312, 0.08475, 2.36685], [5.46542, -1.09879, -0.31408], [4.54848, -0.71502, 0.73146], [2.99048, -0.69700, 0.32989], [2.30188, -1.07551, 1.76194], [2.34278, -2.42755, 2.23536], [2.50538, 0.86058, 0.44397], [3.01866, 1.69380, 1.53185], [6.45060, -0.75742, -0.01211], [5.19607, -0.63563, -1.26250], [5.47065, -2.18145, -0.42545], [2.42667, -2.39706, 3.31864], [3.20424, -2.96242, 1.83291], [1.42713, -2.94045, 1.94877], [2.70582, 2.70786, 1.31702], [4.10150, 1.60275, 1.55148], [2.60049, 1.33316, 2.47078]], "forces_ev_per_angstrom": [[-0.74, 1.90, 0.71], [0.12, 0.02, -0.13], [-0.09, 0.14, -0.01], [0.09, 0.00, 0.12], [0.30, -0.50, -0.15], [-0.24, 0.24, 0.54], [0.10, -0.05, -0.13], [0.02, 0.02, -0.04], [-0.41, 0.46, 0.06], [-0.06, -0.12, -0.31], [0.00, -0.02, 0.02], [-0.05, 0.00, 0.04], [0.01, 0.03, 0.05], [0.04, 0.09, 0.03], [-0.02, 0.02, -0.05], [-0.01, -0.02, -0.04], [-0.02, -0.01, -0.02], [-0.02, 0.00, 0.01], [0.00, 0.09, 0.07], [0.03, -0.06, 0.00], [0.00, -0.03, -0.01], [-0.06, 0.02, -0.10], [-0.03, -0.01, -0.05], [-0.13, -0.14, 0.14], [-0.27, -0.06, -0.22], [-0.03, -0.01, -0.20], [0.00, 0.01, 0.10], [-0.13, 0.35, -0.30], [0.28, -0.91, -1.06], [0.40, -0.04, -0.06], [0.37, -0.86, -0.15], [0.00, 0.00, 0.01], [0.03, 0.02, 0.01], [0.02, 0.00, 0.01], [-0.02, 0.00, 0.02], [0.03, 0.01, 0.06], [0.02, 0.01, 0.03], [0.01, 0.00, -0.01], [-0.02, -0.01, -0.02], [-0.15, 0.11, -0.13], [0.05, 0.01, -0.01], [0.08, -0.03, 0.06], [0.01, -0.01, 0.00], [-0.23, -0.14, -0.17], [-0.02, 0.42, -0.08], [0.10, -0.21, 0.16], [0.02, -0.03, 0.02], [0.00, -0.04, 0.02], [0.00, 0.00, 0.01], [-0.03, 0.01, -0.02], [-0.01, -0.05, 0.02], [-0.05, -0.06, 0.11], [0.16, 0.15, -0.58], [-0.37, -0.35, 0.79], [-0.04, -0.10, 0.21], [0.00, -0.03, 0.04], [-0.01, 0.02, -0.03], [-0.01, 0.00, -0.05], [-0.09, -0.11, 0.04], [0.24, 0.07, 0.17], [0.00, 0.00, 0.02], [0.00, 0.00, -0.01], [-0.02, -0.02, 0.00], [-0.01, 0.00, 0.01], [-0.11, 0.18, 0.05], [-0.05, 0.06, 0.08], [0.38, 0.16, 0.20], [0.12, -0.47, -0.36], [0.01, -0.08, 0.30], [-0.05, -0.07, -0.02], [0.67, 0.11, 0.19], [-0.29, -0.24, -0.03], [0.01, 0.03, 0.03], [0.01, -0.02, -0.02], [-0.01, -0.02, -0.02], [0.00, 0.05, 0.02], [0.01, 0.01, -0.02], [-0.01, -0.01, -0.04], [0.07, 0.04, 0.01], [0.02, 0.06, 0.01], [0.05, 0.05, 0.05]], "e_tot_ha": -3884.413231, "relative_energy_kj_mol": 106.31, "multiplicity": 8, "orbital_gap_ev": [8.4, 5.1]}



No. 2
{"formula": "C27H36N3O4SiTc", "method": "ωB97M-V/def2-TZVPD", "elements": ["Tc", "C", "C", "O", "C", "C", "O", "C", "C", "O", "C", "C", "O", "H", "H", "H", "H", "H", "H", "H", "H", "H", "H", "H", "H", "H", "H", "H", "H", "C", "Si", "C", "C", "C", "C", "C", "C", "C", "H", "H", "H", "H", "H", "H", "H", "H", "H", "H", "H", "C", "C", "N", "C", "C", "C", "C", "C", "C", "C", "C", "N", "C", "N", "H", "H", "H", "H", "H", "H", "H", "H", "H"], "coordinates": [[-0.00640, -0.30556, 0.57541], [-1.84810, -1.28630, -1.61499], [-2.59355, -0.02562, -1.27331], [-1.63714, 0.87500, -0.66610], [-2.15845, 2.04303, -0.01045], [-1.03992, 2.58527, 0.81662], [-0.41773, 1.54437, 1.65916], [-1.04064, 1.26653, 2.96134], [-2.12254, 0.24329, 2.82001], [-1.55916, -0.82440, 1.99119], [-2.50830, -1.85189, 1.56338], [-1.82544, -2.68402, 0.51662], [-1.10659, -1.83798, -0.45718], [-1.09481, -1.07194, -2.37040], [-2.52396, -2.04312, -1.99619], [-3.43145, -0.18913, -0.59862], [-2.98289, 0.39101, -2.19833], [-3.04127, 1.78796, 0.57057], [-2.44379, 2.80465, -0.73289], [-1.38506, 3.39670, 1.44308], [-0.24486, 2.95904, 0.18037], [-1.41707, 2.18519, 3.40113], [-0.25153, 0.87834, 3.58073], [-3.01497, 0.62618, 2.34145], [-2.39259, -0.14198, 3.80186], [-3.40673, -1.37010, 1.20606], [-2.76849, -2.48699, 2.40651], [-2.54984, -3.31428, 0.00700], [-1.07257, -3.32136, 0.96568], [2.66111, 1.29707, 2.38652], [2.29096, -0.46333, 2.18314], [3.56755, -1.43731, 1.34483], [1.39142, -1.33683, 3.45864], [0.98355, -2.66802, 3.23693], [0.40828, -3.39846, 4.26368], [0.25359, -2.81283, 5.52191], [0.67181, -1.49883, 5.75700], [1.22886, -0.75573, 4.72881], [3.60909, 1.34867, 2.94971], [1.89167, 1.84416, 2.93987], [2.82964, 1.78853, 1.41775], [4.41503, -1.41819, 2.05364], [3.89923, -0.98944, 0.40106], [3.28669, -2.48499, 1.18604], [1.15931, -3.14976, 2.27041], [0.11551, -4.43125, 4.10324], [-0.17325, -3.39183, 6.33331], [0.57802, -1.06444, 6.74800], [1.56805, 0.26569, 4.93026], [2.68352, -1.34414, -2.50033], [1.95117, -1.27445, -1.35044], [1.31413, -0.12184, -0.99651], [1.37457, 0.96554, -1.81333], [2.09234, 0.96292, -2.98115], [2.77140, -0.21216, -3.31432], [2.21860, 2.20580, -3.79339], [1.30792, 2.73765, -4.59587], [-0.02719, 2.18293, -4.95943], [-0.88720, 2.95179, -5.71330], [-2.10252, 2.39362, -6.09333], [-2.43388, 1.13533, -5.78147], [-1.51758, 0.48192, -5.06910], [-0.33991, 0.92437, -4.60364], [3.18838, -2.26869, -2.75834], [1.87861, -2.12201, -0.67558], [0.83987, 1.85715, -1.50284], [3.36099, -0.24482, -4.22671], [3.18863, 2.69788, -3.71931], [1.57621, 3.66135, -5.10287], [-0.61910, 3.96389, -6.00403], [-2.82107, 2.95577, -6.67798], [-1.74819, -0.56456, -4.87120]], "forces_ev_per_angstrom": [[-0.93, 0.37, -0.11], [0.23, -0.15, 0.33], [0.19, 0.27, 0.17], [-0.13, -0.28, 0.03], [-0.12, -0.30, -0.32], [0.34, -0.21, 0.39], [-0.09, -0.02, -0.10], [0.09, 0.31, -0.49], [0.06, -0.51, -0.20], [-0.27, 0.17, 0.09], [0.36, 0.26, 0.29], [0.14, 0.23, -0.51], [-0.07, -0.13, 0.34], [0.17, -0.07, 0.05], [-0.08, -0.21, 0.00], [-0.06, 0.01, 0.14], [-0.05, 0.19, -0.16], [-0.11, -0.09, 0.08], [-0.08, 0.04, -0.21], [-0.01, 0.18, 0.26], [0.20, -0.03, 0.03], [-0.04, 0.17, -0.04], [0.34, -0.07, 0.15], [-0.22, 0.04, -0.15], [0.01, -0.17, 0.04], [-0.25, 0.22, -0.12], [0.00, -0.01, 0.19], [-0.03, -0.03, -0.18], [0.23, -0.01, -0.06], [0.06, 0.70, 0.01], [0.01, -0.07, -0.05], [0.33, -0.34, -0.59], [-0.25, -0.35, 0.34], [0.06, -0.03, 0.09], [-0.03, 0.02, 0.07], [0.06, 0.12, -0.07], [-0.08, -0.10, 0.07], [-0.14, 0.01, 0.09], [-0.18, 0.08, -0.13], [0.23, -0.02, -0.09], [0.02, -0.05, 0.26], [-0.14, -0.06, -0.16], [0.07, -0.13, 0.25], [0.18, 0.19, 0.06], [-0.02, 0.13, 0.24], [0.01, 0.11, 0.05], [0.03, 0.05, -0.05], [0.00, -0.10, -0.11], [-0.07, -0.33, -0.07], [0.30, 0.13, -0.53], [-0.36, 0.61, 0.15], [-0.04, 0.04, -0.26], [-0.08, -0.45, 0.77], [0.38, 0.03, -0.50], [0.05, -0.16, -0.06], [0.33, -0.23, 0.21], [-0.47, -0.04, -0.25], [0.57, -0.10, 0.30], [-0.29, 0.38, -0.27], [-0.05, -0.22, 0.02], [0.62, 0.37, 0.24], [0.18, -0.19, 0.09], [-0.60, 0.03, -0.28], [-0.03, 0.14, -0.03], [-0.14, 0.12, -0.07], [0.00, -0.19, 0.03], [-0.07, -0.02, 0.11], [-0.16, -0.06, 0.03], [-0.08, -0.10, 0.05], [-0.08, -0.18, 0.00], [0.00, 0.00, 0.01], [0.02, 0.09, 0.09]], "e_tot_ha": -1884.923237, "charge": 3, "relative_energy_kj_mol": 0.00, "multiplicity": 4, "orbital_gap_ev": [6.8, 5.6]}



No. 3
{"formula": "C27H36N6O9", "method": "ωB97M-V/def2-TZVPD", "elements": ["C", "O", "N", "C", "C", "H", "H", "H", "H", "H", "H", "H", "C", "O", "N", "C", "C", "H", "H", "H", "H", "H", "H", "H", "C", "O", "N", "C", "C", "H", "H", "H", "H", "H", "H", "H", "C", "C", "C", "C", "C", "C", "N", "O", "O", "H", "H", "H", "H", "H", "C", "C", "C", "C", "C", "C", "N", "O", "O", "H", "H", "H", "H", "H", "C", "C", "C", "C", "C", "C", "N", "O", "O", "H", "H", "H", "H", "H"], "coordinates": [[-0.80804, -1.61389, 3.26819], [-0.39406, -0.79883, 2.46693], [-1.38069, -1.17821, 4.41059], [-1.19592, 0.17894, 5.03617], [-2.13643, -2.12263, 5.29712], [-0.67228, -2.69735, 3.12722], [-2.13357, 0.72028, 5.16220], [-0.50764, 0.76755, 4.42961], [-0.81765, -0.21845, 5.97802], [-1.51605, -2.32807, 6.16948], [-3.13699, -1.74180, 5.50196], [-2.36716, -3.07896, 4.82775], [1.09360, 0.17093, -0.44983], [0.85032, -0.31258, -1.56194], [1.67792, 1.34960, -0.26932], [1.86614, 1.93086, 1.06676], [1.93802, 2.16865, -1.42611], [0.89957, -0.36357, 0.49297], [2.68146, 2.65357, 1.03471], [2.04394, 1.07862, 1.72263], [0.98058, 2.51307, 1.32157], [2.67132, 2.94597, -1.21131], [2.32590, 1.58783, -2.26294], [1.00901, 2.69519, -1.64472], [4.06314, 2.25281, -5.16992], [4.34670, 3.45942, -5.02611], [2.83630, 1.70026, -5.01797], [2.65331, 0.22151, -5.12098], [1.59383, 2.55606, -5.00489], [4.76841, 1.49250, -5.53966], [1.84369, -0.05835, -4.44698], [3.58313, -0.20110, -4.74025], [2.52935, -0.17005, -6.13064], [0.88361, 2.14453, -4.28772], [1.58966, 3.57874, -4.62776], [1.20921, 2.49324, -6.02284], [-1.77872, 2.20583, 2.37732], [-2.35258, 3.10156, 3.27096], [-3.62765, 3.64178, 2.93848], [-4.31022, 3.30191, 1.75955], [-3.61432, 2.51043, 0.83457], [-2.33107, 1.98283, 1.09170], [-5.64252, 3.83765, 1.48991], [-6.21359, 3.58716, 0.41861], [-6.14517, 4.58005, 2.29665], [-0.88535, 1.68874, 2.69498], [-1.85407, 3.31574, 4.20478], [-4.14470, 4.22498, 3.68609], [-4.10504, 2.17398, -0.06677], [-1.90054, 1.28631, 0.38750], [-4.03439, -1.97112, -1.13518], [-2.81320, -1.37718, -1.34910], [-2.34961, -1.16475, -2.64074], [-3.14456, -1.52220, -3.75005], [-4.45469, -2.00158, -3.50734], [-4.84753, -2.27425, -2.19561], [-2.67668, -1.41390, -5.11696], [-1.47400, -1.02327, -5.28069], [-3.29632, -1.85321, -6.06748], [-4.23399, -2.15158, -0.08924], [-2.11568, -1.04650, -0.59377], [-1.41357, -0.62896, -2.69691], [-5.14968, -2.24337, -4.29786], [-5.74795, -2.80585, -1.92536], [3.15380, -1.66897, 2.23525], [2.79647, -2.51425, 1.19499], [3.73547, -3.45197, 0.63141], [4.98665, -3.58054, 1.23777], [5.39227, -2.61796, 2.22950], [4.46457, -1.72667, 2.71253], [5.90141, -4.63628, 0.77754], [6.89474, -4.78524, 1.40362], [5.64048, -5.31362, -0.23983], [2.45253, -1.00358, 2.71679], [1.74007, -2.56253, 0.97575], [3.50856, -4.20859, -0.10510], [6.39617, -2.61937, 2.62775], [4.72258, -1.04794, 3.51201]], "forces_ev_per_angstrom": [[-0.03, 1.54, 0.29], [0.83, -0.11, -0.75], [-1.65, -1.16, 1.00], [0.00, -2.18, -0.80], [0.71, 0.32, -0.98], [-0.48, 0.02, 0.16], [-0.03, -0.19, -0.06], [0.12, -0.26, 0.40], [0.33, 1.36, 0.49], [-0.44, 0.10, 0.38], [0.27, 0.42, 0.45], [0.52, 0.05, -0.42], [-0.24, -1.52, -1.21], [0.14, 0.50, 1.30], [1.06, 1.02, 0.50], [-0.46, -0.32, -1.15], [-0.07, 0.67, 0.01], [-0.19, 0.00, -0.06], [0.28, -0.40, 0.12], [-0.02, 0.48, 0.43], [-0.14, -0.14, 0.44], [0.13, -0.14, 0.27], [-0.42, -0.04, 0.04], [-0.02, -0.01, -0.71], [-0.52, 1.66, -0.12], [-0.41, -2.13, -0.27], [-0.67, 0.90, 0.17], [0.67, 1.00, 0.57], [0.07, -1.21, 0.30], [0.43, 0.13, 0.37], [-0.06, -0.16, -0.28], [-0.09, -0.21, 0.10], [-0.44, 0.32, -0.06], [-0.13, -0.76, -0.39], [1.37, 0.09, -0.49], [-0.39, 0.28, 0.19], [0.14, 0.29, -0.89], [-1.68, -0.08, -1.38], [0.10, -0.32, 0.74], [2.35, -0.43, 0.37], [0.04, -0.60, -0.30], [-1.27, 0.46, 1.68], [-1.19, 0.15, -1.94], [1.36, -0.43, 1.04], [0.20, 0.25, 1.10], [0.15, -0.03, -0.42], [-0.24, 0.13, 0.11], [-0.02, 0.29, -0.11], [-0.11, 0.28, -0.20], [0.11, 0.05, -0.02], [0.75, 0.24, 1.68], [1.03, 0.53, -1.66], [0.02, 0.55, 0.41], [-0.19, 0.17, -1.99], [-0.25, -0.59, 0.72], [-0.08, -0.20, -0.50], [1.78, 0.50, 3.79], [0.61, 0.61, 0.39], [-2.55, -1.06, -1.91], [-0.78, -0.34, 0.04], [-0.21, -0.18, 0.58], [0.14, -0.32, -0.68], [0.33, 0.04, -0.30], [-0.47, 0.13, -0.54], [0.74, -0.86, -0.50], [0.49, -0.99, 0.02], [-0.16, 0.24, 1.70], [-0.87, 2.12, 0.10], [-0.14, -1.51, -0.82], [-0.12, 0.40, 0.07], [-1.24, -0.59, -2.42], [1.88, -0.19, 1.44], [-0.34, 1.30, 1.50], [-0.24, -0.05, -0.17], [0.04, 0.03, -0.74], [-0.44, 0.26, -0.20], [0.01, -0.21, -0.03], [0.32, 0.04, 0.03]], "e_tot_ha": -2055.817339, "charge": -1, "multiplicity": 2, "orbital_gap_ev": [2.1, 5.5]}